1.
# C4H6N3

A gas-phase ion, C4H6N3 (charge +1) in a non-equilibrium geometry (wB97M-V/def2-TZVPD, the OMol25 dataset).

Output
- SMILES: C/C=N/C=C\[N+]#N
- Total charge: +1
- E_LUMO: -0.179 Ha
- Relative energy (zero: lowest compared OMol25 entry of this formula, charge and spin): 3.277 eV
- Energy: -319.91121 a.u.
- HOMO level: -13.99 eV

Last column: Löwdin charge in e.
Geometry (Å):
C1 -2.338 -0.654 -0.166  -0.07
C2 -0.987 -1.231 -0.050  0.00
C3 1.047 0.118 0.649  -0.08
C4 1.940 0.718 -0.322  -0.03
N1 -2.224 0.627 -0.133  -0.04
N2 -1.659 1.584 -0.002  0.33
N3 -0.013 -0.446 0.267  0.09
H1 -3.172 -1.337 -0.475  0.15
H2 -0.730 -2.316 0.082  0.17
H3 1.489 0.067 1.731  0.20
H4 1.883 0.553 -1.368  0.09
H5 1.837 1.816 -0.175  0.13
H6 2.928 0.501 -0.039  0.08

Cartesian forces, eV/Å:
C 1.01 -4.52 -0.92
C -0.35 0.74 1.94
C 0.38 -1.47 0.52
C 0.28 2.21 0.30
N 0.24 1.76 0.14
N -0.74 0.37 -0.11
N 0.12 -0.73 0.46
H 0.60 1.60 0.45
H -0.74 0.94 -0.87
H -1.60 0.25 -1.64
H -0.89 -0.61 -0.80
H 0.18 -0.33 -0.03
H 1.51 -0.20 0.55

***

2.
# C3H3NS2

2 unconnected molecules or ions with the total composition C3H3NS2 in a non-equilibrium geometry (wB97M-V/def2-TZVPD, the OMol25 dataset).

Output
- Total charge: 0
- E_LUMO (alpha / beta): -0.074 / -0.081 Ha
- Relative energy (zero: lowest compared OMol25 entry of this formula, charge and spin): 4.539 eV
- Energy: -967.04919 a.u.
- HOMO level (alpha / beta): -9.80 / -8.56 eV

Last column: Löwdin charge in e.
Geometry (Å):
C1 -1.108 -1.226 -0.565  -0.43
C2 -0.990 0.140 -0.599  -0.69
C3 1.470 0.514 0.467  -0.32
N1 -1.220 -2.384 -0.557  0.17
S1 -3.324 0.723 -0.057  0.28
S2 0.143 1.329 -0.515  0.87
H1 2.265 -0.079 -0.151  0.10
H2 0.930 -0.287 0.864  0.00
H3 1.835 1.271 1.112  0.02

Cartesian forces, eV/Å:
C 0.40 -0.27 -0.08
C -3.88 0.50 0.71
C 0.98 -1.23 -2.94
N 0.09 0.21 0.01
S 3.02 -0.53 -0.75
S 0.63 0.20 -0.22
H -1.17 1.81 0.77
H -0.61 -0.93 1.70
H 0.54 0.24 0.79

***

3.
# C7H25O6Ti

A molecular structure, C7H25O6Ti in a non-equilibrium geometry (wB97M-V/def2-TZVPD, the OMol25 dataset).

Output
- Total charge: 0
- E_LUMO (alpha / beta): 0.014 / 0.007 Ha
- Expectation value of S²: 3.7519
- Relative energy (zero: lowest compared OMol25 entry of this formula, charge and spin): 0.000 eV
- Energy: -1582.46584 a.u.
- Multiplicity: 4
- HOMO level (alpha / beta): -3.76 / -9.06 eV

Last column: Löwdin spin population.
Geometry (Å):
Ti1 -0.368 0.123 -0.594  2.52
O1 0.054 2.196 0.233  0.03
H1 0.254 2.869 -0.408  0.00
C1 0.200 2.015 3.683  0.00
O2 0.413 1.102 2.633  0.01
H2 0.489 1.564 4.636  0.00
H3 0.761 2.951 3.602  0.00
H4 -0.865 2.266 3.764  0.00
H5 0.415 1.629 1.793  0.00
C2 -2.841 1.241 1.573  0.01
O3 -2.471 1.528 0.242  0.03
H6 -3.061 2.143 2.155  0.00
H7 -3.732 0.609 1.602  0.00
H8 -2.067 0.690 2.123  0.00
H9 -1.596 2.019 0.300  0.00
C3 -0.700 1.188 -3.363  0.05
O4 -0.415 -0.138 -2.924  0.08
H10 0.181 1.600 -3.871  0.00
H11 -1.559 1.214 -4.041  0.01
H12 -0.917 1.858 -2.532  0.02
H13 -0.530 -0.720 -3.684  0.01
C4 -1.144 -3.290 -1.246  0.01
C5 -1.167 -3.132 0.265  0.01
O5 -1.273 -1.729 0.575  0.07
H14 -2.147 -3.073 -1.612  0.00
H15 -0.858 -4.305 -1.515  0.00
H16 -0.440 -2.574 -1.675  0.00
H17 -0.263 -3.530 0.741  0.00
H18 -2.044 -3.630 0.693  0.00
H19 -1.261 -1.631 1.533  0.01
C6 4.083 -0.108 -0.812  0.00
C7 2.731 -0.143 -0.121  0.02
O6 1.795 -0.956 -0.878  0.05
H20 4.441 -1.110 -1.054  0.00
H21 4.823 0.333 -0.137  0.00
H22 4.003 0.501 -1.711  0.00
H23 2.275 0.847 -0.114  0.01
H24 2.802 -0.529 0.898  0.00
H25 1.999 -1.888 -0.754  0.00

Cartesian forces, eV/Å:
Ti 0.06 0.50 0.65
O -0.41 -0.97 -0.10
H 0.26 0.40 -0.12
C -0.44 -0.05 0.41
O 0.37 0.32 -0.22
H 0.05 -0.16 -0.10
H 0.08 -0.05 -0.28
H 0.03 0.12 0.02
H -0.03 -0.20 0.13
C -0.16 -0.31 0.55
O 0.50 -0.09 0.05
H -0.01 0.06 -0.14
H -0.04 0.11 -0.30
H 0.13 0.12 -0.12
H -0.17 0.03 -0.12
C 0.30 0.60 -0.77
O -0.26 0.12 0.22
H -0.14 -0.05 -0.07
H 0.03 -0.10 0.04
H -0.05 -0.40 0.26
H 0.00 -0.15 0.15
C -0.22 0.19 0.63
C -0.03 0.11 0.14
O 0.01 -0.28 -0.28
H 0.09 -0.01 -0.27
H -0.02 -0.02 -0.08
H 0.05 -0.03 -0.08
H -0.05 -0.05 -0.13
H 0.17 -0.15 -0.06
H 0.06 0.21 -0.05
C -0.08 0.14 0.39
C 0.08 -0.41 -0.38
O -0.26 0.38 0.09
H -0.07 -0.02 -0.11
H -0.05 0.11 -0.13
H 0.19 -0.13 -0.12
H 0.03 -0.04 0.24
H -0.07 0.12 0.00
H 0.06 0.03 0.08

***

4.
# C13H18N4O2S

A single C13H18N4O2S molecule in a non-equilibrium geometry (wB97M-V/def2-TZVPD, the OMol25 dataset).

Output
- SMILES: CC(C)c1nnc(SCC(=O)NCc2ccco2)n1C
- Total charge: 0
- E_LUMO: 0.021 Ha
- Relative energy (zero: lowest compared OMol25 entry of this formula, charge and spin): 1.776 eV
- Energy: -1273.86209 a.u.
- HOMO level: -8.68 eV

Last column: Löwdin charge in e.
Geometry (Å):
C1 -3.133 -2.744 -0.989  -0.07
H1 -3.905 -2.387 -1.667  0.08
H2 -2.259 -3.008 -1.576  0.08
H3 -3.501 -3.627 -0.472  0.08
C2 -2.763 -1.661 0.021  -0.35
C3 -2.171 -0.487 -0.673  -0.30
N1 -1.406 -0.539 -1.733  0.08
N2 -0.961 0.693 -2.000  0.03
C4 -1.462 1.491 -1.101  -0.68
N3 -2.261 0.800 -0.232  -0.04
C5 -2.955 1.330 0.905  -0.02
H4 -3.911 0.821 1.027  0.09
H5 -3.132 2.394 0.743  0.08
H6 -2.352 1.193 1.806  0.09
S1 -1.097 3.194 -0.932  0.96
C6 -0.011 3.085 0.559  -0.34
H7 0.812 3.775 0.383  0.08
C7 0.480 1.660 0.751  -0.58
O1 0.084 0.969 1.670  0.04
N4 1.357 1.249 -0.177  0.08
H8 1.555 1.836 -0.973  0.15
C8 1.831 -0.123 -0.250  -0.08
C9 3.321 -0.173 -0.248  -0.27
C10 4.219 -0.401 0.752  -0.02
C11 5.503 -0.291 0.164  -0.06
C12 5.288 0.001 -1.146  -0.12
O2 3.974 0.077 -1.405  0.05
H9 5.960 0.171 -1.963  0.12
H10 6.448 -0.413 0.652  0.10
H11 3.993 -0.624 1.774  0.11
H12 1.439 -0.640 0.628  0.13
H13 1.436 -0.584 -1.162  0.13
H14 -0.583 3.400 1.431  0.08
C13 -1.735 -2.178 1.035  -0.05
H15 -0.874 -2.578 0.506  0.08
H16 -2.172 -2.965 1.644  0.08
H17 -1.394 -1.376 1.688  0.07
H18 -3.663 -1.340 0.559  0.13

Cartesian forces, eV/Å:
C -0.06 0.17 0.13
H -0.06 -0.03 -0.11
H 0.06 -0.07 -0.07
H -0.03 -0.10 0.04
C 0.08 -0.23 0.03
C -0.29 0.28 0.24
N -0.30 -1.06 -0.05
N 0.44 0.82 -0.30
C -0.29 0.59 0.12
N 0.32 -0.36 -0.76
C -0.21 0.04 0.56
H 0.02 0.06 -0.03
H -0.01 -0.11 0.01
H -0.07 0.04 -0.05
S 0.15 -0.11 -0.03
C -0.35 0.09 -0.11
H 0.03 0.00 0.05
C 0.24 0.50 -0.07
O -0.14 -0.21 0.35
N 0.34 -0.02 -0.15
H -0.18 0.04 0.09
C 0.17 0.03 -0.18
C -0.06 -0.33 0.94
C -0.54 0.05 -0.43
C 0.08 0.14 -0.55
C 0.76 -0.10 0.55
O -0.46 0.07 -0.35
H 0.00 0.03 -0.17
H 0.24 -0.02 0.02
H -0.14 -0.05 0.21
H 0.08 0.01 -0.18
H -0.03 -0.04 0.15
H 0.17 -0.13 -0.01
C -0.24 0.08 0.05
H 0.11 -0.04 -0.05
H -0.01 -0.12 0.08
H 0.09 0.04 0.09
H 0.07 -0.01 -0.05

***

5.
# C10H16

2 unconnected molecules or ions with the total composition C10H16 in a non-equilibrium geometry (wB97M-V/def2-TZVPD, the OMol25 dataset).

Output
- SMILES: Cc1ccccc1.CCC
- Total charge: 0
- E_LUMO: 0.036 Ha
- Relative energy (zero: lowest compared OMol25 entry of this formula, charge and spin): 0.292 eV
- Energy: -390.62516 a.u.
- HOMO level: -9.01 eV

Last column: Löwdin charge in e.
Geometry (Å):
C1 2.351 -0.129 0.874  -0.33
C2 2.971 -0.328 2.277  -0.12
C3 3.448 -0.142 -0.205  -0.12
H1 1.649 -0.934 0.636  0.10
H2 1.755 0.784 0.910  0.08
H3 3.521 -1.265 2.304  0.07
H4 4.182 0.620 0.054  0.07
H5 3.945 -1.105 -0.151  0.07
H6 2.168 -0.363 3.011  0.06
H7 3.599 0.523 2.462  0.06
H8 3.021 0.021 -1.193  0.06
C4 -2.768 -0.092 1.395  -0.05
C5 -0.769 0.832 -1.707  -0.08
C6 -1.136 0.597 -0.391  -0.07
C7 -1.639 0.446 -2.729  -0.10
C8 -2.334 -0.008 -0.043  -0.28
C9 -2.832 -0.177 -2.388  -0.10
C10 -3.196 -0.406 -1.073  -0.05
H9 0.166 1.324 -1.956  0.10
H10 -0.489 0.875 0.412  0.08
H11 -1.263 0.522 -3.733  0.09
H12 -3.459 -0.506 -3.207  0.10
H13 -1.988 0.257 2.068  0.07
H14 -3.150 -1.066 1.708  0.08
H15 -4.151 -0.869 -0.861  0.11
H16 -3.604 0.588 1.527  0.08

Cartesian forces, eV/Å:
C 0.27 -0.53 0.25
C -1.11 -0.20 -1.04
C -0.64 0.39 0.84
H -0.04 0.01 0.19
H 0.19 0.15 -0.33
H 0.24 0.02 0.17
H 0.11 0.11 -0.35
H 0.13 -0.18 -0.25
H 0.13 0.00 0.23
H 0.52 0.22 0.40
H 0.23 0.03 -0.10
C -0.15 0.19 -0.03
C -0.52 -0.11 -0.29
C 0.02 -0.01 0.02
C 0.87 -0.20 0.98
C -0.58 -0.10 -0.29
C 0.00 -0.12 -0.74
C 0.37 0.28 0.03
H -0.02 -0.12 0.14
H 0.42 0.27 0.32
H -0.42 0.16 -0.40
H -0.21 -0.06 0.13
H 0.08 -0.23 0.04
H 0.30 -0.11 -0.12
H 0.01 -0.04 0.11
H -0.19 0.20 0.08